{"formula": "C3H8I2Si", "method": "ωB97M-V/def2-TZVPD", "symbols": ["C", "C", "C", "Si", "I", "I", "H", "H", "H", "H", "H", "H", "H", "H"], "positions_angstrom": [[0.302044, -1.957578, -2.802945], [2.539085, 0.157896, 2.775377], [-0.366362, -1.475174, -1.603332], [1.908833, 0.211843, 0.913296], [3.682469, -0.909016, -0.561858], [1.598213, 2.618804, 0.174904], [1.389586, -1.960168, -2.430385], [-0.157628, -3.025371, -3.005419], [0.227926, -1.192318, -3.613328], [2.690804, -0.870607, 2.926834], [3.270209, 0.830653, 3.004129], [1.709672, 0.392354, 3.467345], [-0.387128, -2.132090, -0.729945], [-0.670578, -0.462109, -1.422589]], "atomic_forces_ev_per_a": [[0.38, -0.58, 0.21], [-3.85, -0.40, -1.43], [-0.55, -0.04, 1.50], [0.82, 0.47, 0.24], [-0.63, 0.48, 0.63], [0.13, -0.83, 0.26], [-0.99, -0.70, -1.16], [1.47, 2.04, -0.23], [-0.01, -1.12, 0.28], [1.02, -1.31, 0.35], [2.47, 1.40, 0.32], [-0.03, 0.10, -0.53], [-0.14, 0.18, -0.26], [-0.10, 0.32, -0.18]], "relative_energy_kcal_mol": 73.89, "spin_multiplicity": 1, "largest_force_ev_per_a": 4.125, "gap_ev": [5.80, 8.32]}



{"formula": "C21H16N2O5", "method": "ωB97M-V/def2-TZVPD", "symbols": ["O", "C", "C", "O", "C", "C", "C", "C", "C", "O", "C", "C", "C", "C", "C", "C", "C", "O", "N", "C", "C", "C", "C", "C", "O", "C", "C", "N", "H", "H", "H", "H", "H", "H", "H", "H", "H", "H", "H", "H", "H", "H", "H", "H"], "positions_angstrom": [[1.794342, 4.001215, 3.056633], [1.410521, 3.450283, 2.050604], [2.199692, 3.481689, 0.746991], [1.452976, 3.288884, -0.438889], [0.438135, 2.386311, -0.369373], [-0.029521, 1.806989, -1.541504], [-1.048762, 0.874389, -1.496734], [-1.635549, 0.532978, -0.280913], [-2.690281, -0.504503, -0.185004], [-3.612420, -0.434315, 0.596517], [-2.547706, -1.646790, -1.134137], [-3.684886, -2.145054, -1.760848], [-3.590377, -3.194424, -2.656329], [-2.356868, -3.767549, -2.919527], [-1.220851, -3.291427, -2.286602], [-1.302741, -2.229348, -1.394510], [-0.088017, -1.775067, -0.638040], [-0.073765, -1.678623, 0.569475], [0.970654, -1.527050, -1.446146], [2.244972, -0.938669, -1.051040], [2.475102, -0.939360, 0.421263], [2.952272, -1.897626, 1.265795], [2.977549, -1.311227, 2.553539], [2.525521, -0.040244, 2.393574], [2.227493, 0.198686, 1.103937], [-1.212825, 1.160436, 0.886684], [-0.171877, 2.067728, 0.850348], [0.279043, 2.708827, 2.002331], [2.974361, 2.702122, 0.826716], [2.693108, 4.451435, 0.650117], [0.424253, 2.096596, -2.476477], [-1.402601, 0.423504, -2.412533], [-4.638403, -1.691152, -1.536190], [-4.477547, -3.571218, -3.142401], [-2.279578, -4.594096, -3.610045], [-0.266066, -3.764978, -2.466049], [0.821289, -1.582880, -2.441961], [3.041460, -1.510054, -1.540987], [2.279176, 0.100278, -1.405040], [3.234177, -2.897254, 1.006557], [3.288384, -1.775336, 3.466506], [2.389035, 0.765294, 3.088125], [-1.684803, 0.901869, 1.821860], [-0.240085, 2.573903, 2.860603]], "atomic_forces_ev_per_a": [[0.22, 0.06, 0.08], [0.06, 0.12, -0.21], [0.56, 0.04, 0.27], [-0.34, 0.01, -0.09], [-0.31, -0.33, -0.12], [0.23, 0.25, 0.25], [-0.26, -0.02, 0.20], [0.07, 0.58, 0.10], [0.00, 0.09, 0.03], [0.06, -0.03, -0.06], [-0.10, -0.43, -0.11], [0.13, 0.13, 0.12], [0.02, -0.07, -0.05], [-0.06, 0.00, -0.03], [0.05, 0.08, 0.04], [-0.36, -0.10, 0.03], [0.12, -0.26, -0.22], [-0.26, 0.02, 0.20], [0.35, -0.03, -0.34], [-0.11, 0.11, 0.22], [0.66, -0.80, -0.02], [-0.11, 0.49, -0.57], [-0.19, 0.46, 0.06], [0.22, -0.49, 0.65], [-0.13, 0.24, -0.35], [0.13, 0.10, -0.27], [-0.11, -0.02, -0.45], [-0.32, -0.15, 0.27], [-0.13, 0.16, 0.01], [-0.12, -0.16, 0.13], [0.07, 0.05, -0.10], [0.00, -0.06, -0.07], [-0.08, 0.04, 0.03], [-0.07, -0.03, -0.05], [0.01, -0.07, -0.05], [0.08, -0.05, 0.00], [-0.14, 0.01, 0.14], [-0.07, 0.17, 0.11], [0.08, -0.13, 0.02], [0.04, -0.21, -0.13], [0.05, -0.02, 0.24], [-0.05, 0.19, 0.03], [-0.04, -0.05, 0.14], [0.15, 0.13, -0.05]], "relative_energy_kcal_mol": 0.00, "spin_multiplicity": 1, "largest_force_ev_per_a": 1.040, "smiles": "O=C1COc2ccc(C(=O)c3ccccc3C(=O)NCc3ccco3)cc2N1", "gap_ev": 8.60}